[1]
Entry from OMol25: a cluster of 2 separate species, C3H8N2 in total (ωB97M-V/def2-TZVPD).

Element x y z (Å)
C 2.2230 -0.8380 -1.1317
C 1.1626 -0.9473 -0.3315
N 0.9629 -0.4042 0.9476
H 2.9892 -0.0980 -0.9467
H 2.1028 -1.4245 -2.0280
H 0.3151 -1.5007 -0.7559
H 0.4396 0.4198 1.1459
H 0.9824 -1.0102 1.7456
C -2.5544 0.9392 0.0853
N -1.8005 1.2952 1.0445
H -3.0222 -0.0242 0.2644
H -2.6296 1.5388 -0.8199
H -1.1708 2.0541 0.7803

## Properties
Multiplicity ... 1
Frontier orbital gap ... 10.0 eV
ΔE to the lowest compared entry with this formula, charge and spin ... 3.2363 eV
Energy ... -228.52972 Eh
HOMO energy ... -0.326 Eh

[2]
Entry from OMol25: a structure of composition C37H31BrN3O5S2W (ωB97M-V/def2-TZVPD).

Element x y z (Å)
W 2.1126 0.1921 -0.6357
C 3.4687 0.6739 3.4921
C 3.6274 0.3261 2.0514
N 2.6518 0.4561 1.2235
N 1.3420 0.8855 1.4307
C 1.1366 2.0565 0.7694
S 2.2258 2.6360 -0.4205
S -0.4371 2.6870 1.1496
C -0.7081 4.0043 -0.0717
C -1.4757 3.5563 -1.2857
C -0.8995 3.6174 -2.5481
C -1.6369 3.2759 -3.6754
C -2.9544 2.8670 -3.5474
C -3.5318 2.7863 -2.2855
C -2.7961 3.1279 -1.1627
C 4.8604 -0.1750 1.4744
C 5.9814 -0.4064 2.2884
C 7.1525 -0.8944 1.7632
C 7.2356 -1.1681 0.3950
C 6.1594 -0.9428 -0.4325
C 4.9679 -0.4416 0.0934
O 3.9549 -0.2285 -0.7663
H 2.4665 1.0497 3.6819
H 4.1990 1.4325 3.7752
H 3.6400 -0.2110 4.1070
H 0.2554 4.4350 -0.3348
H -1.2672 4.7590 0.4825
H 0.1279 3.9458 -2.6512
H -1.1807 3.3386 -4.6547
H -3.5320 2.6140 -4.4269
H -4.5627 2.4723 -2.1779
H -3.2569 3.0785 -0.1811
H 5.9125 -0.2014 3.3482
H 8.0041 -1.0701 2.4052
H 8.1544 -1.5591 -0.0213
H 6.2065 -1.1431 -1.4940
C -6.2573 0.0023 -0.0399
O -4.8402 -0.1277 -0.1226
C -4.1557 -0.3384 1.0296
C -4.7548 -0.5128 2.2713
C -3.9773 -0.6993 3.4058
C -2.5946 -0.7062 3.3247
C -1.9897 -0.5337 2.0923
C -2.7576 -0.3650 0.9493
N -2.0457 -0.1747 -0.2645
C -2.4235 -0.3951 -1.4849
C -1.6082 -0.1837 -2.6362
C -2.1837 -0.4554 -3.8871
C -1.4624 -0.3097 -5.0482
C -0.1365 0.1154 -4.9704
C 0.4564 0.3895 -3.7529
C -0.2650 0.2360 -2.5737
O 0.3016 0.4769 -1.3862
H -6.5340 0.8310 0.6137
H -6.7143 -0.9218 0.3164
H -6.5962 0.2064 -1.0510
H -5.8304 -0.5011 2.3610
H -4.4667 -0.8346 4.3609
H -1.9893 -0.8428 4.2098
H -0.9086 -0.5256 2.0041
H -1.0940 0.1791 -0.1626
H -3.4282 -0.7657 -1.6291
H -3.2138 -0.7894 -3.9223
H -1.9121 -0.5275 -6.0063
H 0.4429 0.2324 -5.8772
H 1.4843 0.7280 -3.6988
Br 3.8198 -3.2865 3.5209
C 2.1634 -3.3337 2.6005
C 1.0365 -3.8171 3.2477
C -0.1671 -3.8667 2.5586
C -0.2404 -3.4307 1.2451
C 0.8926 -2.9299 0.6155
C 2.1083 -2.8890 1.2925
C 0.7644 -2.4237 -0.7920
O -0.2060 -2.6433 -1.4718
O 1.7899 -1.6759 -1.2129
H 1.1039 -4.1605 4.2706
H -1.0490 -4.2527 3.0524
H -1.1697 -3.4713 0.6928
H 3.0034 -2.5379 0.7972

## Properties
Multiplicity ... 1
Frontier orbital gap (spin up / spin down) ... 7.0 / 7.0 eV
Charge ... +1
ΔE to the lowest compared entry with this formula, charge and spin ... 0.4654 eV
Energy ... -5406.37486 Eh
HOMO energy (spin up / spin down) ... -0.381 / -0.381 Eh

[3]
Entry from OMol25: a cluster of 6 separate species, C49H69ClN11O7S in total (ωB97M-V/def2-TZVPD).

Element x y z (Å)
C 7.5507 -0.3404 0.4913
C 6.8766 0.2435 -0.8088
O 5.5944 -0.4005 -0.9414
C 4.5055 0.5172 -0.9415
C 4.1224 0.7858 -2.4256
O 3.1148 1.8119 -2.5956
C 1.9173 1.3121 -1.9882
C 0.6677 1.7013 -2.8446
O -0.4347 0.8944 -2.3802
C -1.3490 1.7792 -1.7168
C -2.5117 1.0018 -1.0272
C -3.8306 1.8352 -0.7451
C -4.9870 0.7729 -0.6734
C -6.0503 1.0014 0.4553
C -5.6942 0.3151 1.8264
Cl -6.5350 2.7388 0.6679
C -4.0857 3.0968 -1.6347
C -4.5360 2.8053 -3.1130
N -4.0805 3.9679 -3.9226
N -3.9260 1.6102 -3.7416
N -5.9915 2.7300 -3.2956
N -3.3861 2.4532 0.5592
C -2.4261 1.9003 1.1988
C -1.7788 2.3542 2.5090
C -2.6770 2.1701 3.7780
S -1.7422 2.8557 5.2345
C -0.1829 3.4479 4.6559
N 0.2521 4.6927 4.5832
N 1.4870 4.7999 4.1055
C 1.8748 3.5329 3.8745
O 0.8924 2.7065 4.1751
C -1.9900 0.6234 0.4007
O -2.7819 -0.4154 1.0622
C -0.5322 0.0820 0.5659
C -0.4941 -1.4008 0.1052
O -0.5603 -2.3064 1.2291
C -0.6354 -3.6229 0.8011
C -1.9081 -4.4783 0.8987
O 0.3519 -4.1283 0.3617
H 7.2951 0.3135 1.3470
H 8.6354 -0.4805 0.3323
H 7.0756 -1.3335 0.6429
H 7.4638 -0.0465 -1.7141
H 6.8319 1.3525 -0.8098
H 4.7316 1.4895 -0.4500
H 3.6957 0.0371 -0.3440
H 5.0328 1.1614 -2.9372
H 3.7870 -0.1247 -2.9715
H 1.8534 1.8121 -0.9868
H 1.9030 0.2081 -1.8747
H 0.5103 2.7928 -2.6879
H 0.8418 1.5741 -3.9354
H -0.7740 2.3432 -0.9320
H -1.6701 2.5346 -2.4618
H -2.6559 0.0797 -1.6236
H -5.5434 0.8263 -1.6376
H -4.6002 -0.2608 -0.6047
H -6.9724 0.4787 0.1180
H -5.0949 0.9687 2.4892
H -6.6680 0.0667 2.3058
H -5.2161 -0.6705 1.6335
H -3.1474 3.7017 -1.5911
H -4.8669 3.7595 -1.1955
H -3.1038 4.1277 -3.6526
H -3.9964 3.6605 -4.8979
H -4.1301 0.7458 -3.2477
H -2.9368 1.7228 -3.9426
H -6.1496 3.1078 -4.2338
H -6.2594 1.7371 -3.4053
H -3.8535 3.3211 0.8409
H -1.5828 3.4505 2.3974
H -0.7945 1.8627 2.6128
H -3.6350 2.7173 3.6888
H -2.8420 1.0911 3.9819
H 2.8689 3.2958 3.4808
H -2.8486 -0.1127 1.9834
H 0.2539 0.7133 0.1149
H -0.3317 0.0635 1.6654
H 0.4740 -1.6180 -0.4044
H -1.2880 -1.6541 -0.6305
H -2.8476 -3.9297 0.6804
H -2.0115 -4.9933 1.8802
H -1.8343 -5.2848 0.1381
N 3.5865 -4.1975 5.3568
C 2.7733 -3.1478 5.2135
C 1.9228 -2.9721 4.1335
C 1.9156 -3.9376 3.1398
C 2.7516 -5.0348 3.2647
C 3.5611 -5.1171 4.3870
H 2.8159 -2.4167 6.0145
H 1.2828 -2.1011 4.0719
H 1.2677 -3.8370 2.2804
H 2.7748 -5.8093 2.5097
H 4.2295 -5.9595 4.5305
N 8.2484 -2.2365 3.2373
C 8.8822 -3.3912 3.0160
C 8.4746 -4.6099 3.5345
C 7.3447 -4.6372 4.3333
C 6.6676 -3.4545 4.5812
C 7.1556 -2.2886 4.0127
H 9.7634 -3.3214 2.3871
H 9.0289 -5.5134 3.3176
H 6.9943 -5.5702 4.7587
H 5.7823 -3.4378 5.2006
H 6.6575 -1.3378 4.1756
N 9.0643 0.1318 7.6634
C 8.7564 -0.3228 6.4455
C 8.8900 0.4255 5.2860
C 9.3675 1.7219 5.3956
C 9.6921 2.2152 6.6491
C 9.5241 1.3825 7.7443
H 8.3840 -1.3413 6.4118
H 8.6265 0.0035 4.3249
H 9.4856 2.3407 4.5139
H 10.0675 3.2223 6.7747
H 9.7677 1.7226 8.7453
N -8.0825 0.8814 -4.4861
C -8.8866 1.9494 -4.5804
C -9.7580 2.1675 -5.6351
C -9.8014 1.2324 -6.6556
C -8.9789 0.1207 -6.5831
C -8.1452 -0.0080 -5.4846
H -8.8151 2.6557 -3.7600
H -10.3861 3.0478 -5.6562
H -10.4688 1.3684 -7.4978
H -8.9842 -0.6309 -7.3612
H -7.4858 -0.8637 -5.3831
N -3.1530 -2.1197 -6.2190
C -3.9564 -1.0572 -6.3218
C -4.8180 -0.8408 -7.3836
C -4.8498 -1.7770 -8.4045
C -4.0237 -2.8864 -8.3224
C -3.2000 -3.0103 -7.2136
H -3.8970 -0.3497 -5.5023
H -5.4482 0.0390 -7.4094
H -5.5100 -1.6442 -9.2532
H -4.0187 -3.6391 -9.0993
H -2.5390 -3.8631 -7.1034

## Properties
Multiplicity ... 1
Frontier orbital gap ... 6.4 eV
Charge ... +1
Energy ... -3895.49348 Eh
HOMO energy ... -0.388 Eh

[4]
Entry from OMol25: a structure of composition C51H45Cl2N11O5S2Sr (ωB97M-V/def2-TZVPD).

Element x y z (Å)
Sr -9.2342 -18.1123 -10.0437
Cl -9.7891 -10.5419 -8.6965
C -9.2335 -12.1187 -9.0055
C -9.9795 -13.0275 -9.7273
C -9.4162 -14.3490 -10.0672
N -10.0947 -15.1640 -10.9345
C -11.4642 -15.1384 -10.8292
O -12.1264 -15.1667 -9.7569
C -12.1810 -14.9932 -12.1218
C -13.4194 -14.2774 -12.1103
C -14.0328 -14.0242 -13.3049
C -13.3823 -14.4441 -14.5140
C -12.2223 -15.1421 -14.4435
N -11.6185 -15.4333 -13.2374
C -8.1144 -14.6968 -9.5977
C -7.4775 -13.7863 -8.6993
C -7.9940 -12.5629 -8.3979
Cl -7.1839 -11.6512 -7.1680
N -7.4827 -15.7690 -10.0973
C -6.2086 -15.4696 -10.6394
O -6.0756 -14.3949 -11.2146
C -5.1952 -16.5270 -10.6386
C -3.1066 -16.7265 -11.8718
C -2.3019 -17.8279 -11.7918
C -2.5499 -19.1654 -11.2213
C -3.4067 -19.2451 -10.1093
N -3.9669 -18.2269 -9.5149
H -10.9834 -12.8487 -10.0965
H -13.9004 -14.0064 -11.1336
H -15.0617 -13.4777 -13.3687
H -13.8406 -14.2890 -15.4424
H -11.6977 -15.4605 -15.3802
H -6.5336 -14.0774 -8.3582
H -2.5905 -15.8160 -12.1549
H -1.2959 -17.6669 -12.2534
H -2.0077 -20.0040 -11.5950
H -3.6961 -20.2041 -9.6984
C -12.0624 -25.2566 -10.8391
C -10.8688 -24.3352 -10.6294
C -9.7183 -24.3922 -11.3897
C -8.6724 -23.5187 -11.0781
C -8.8995 -22.4872 -10.1622
C -9.9683 -22.5848 -9.2680
C -10.9607 -23.5139 -9.5267
S -7.9486 -21.0239 -10.3478
O -6.5583 -21.3977 -10.2409
O -8.4046 -20.2414 -9.1738
N -8.3783 -20.1488 -11.5902
C -7.7799 -20.0575 -12.7844
C -7.1614 -21.1614 -13.3828
C -6.4606 -20.9365 -14.5834
C -6.4394 -19.7340 -15.2229
C -7.0217 -18.5612 -14.6033
C -6.8227 -17.2106 -15.0069
C -7.5398 -16.1743 -14.3893
C -8.4247 -16.4710 -13.3638
N -8.5236 -17.7361 -12.8701
C -7.8488 -18.7409 -13.4040
H -12.8710 -24.9070 -10.1304
H -11.8596 -26.2870 -10.5837
H -12.3808 -25.2799 -11.9292
H -9.7303 -25.0714 -12.2148
H -7.6540 -23.7465 -11.4591
H -9.9808 -21.8558 -8.4042
H -11.7253 -23.6779 -8.7860
H -7.3344 -22.1303 -13.0033
H -5.8597 -21.7149 -14.9913
H -5.9259 -19.7641 -16.1987
H -6.2033 -17.0016 -15.8422
H -7.3451 -15.1829 -14.6642
H -8.9993 -15.7734 -12.7983
N -10.5884 -16.4119 -7.6147
C -10.6293 -15.9893 -6.3235
C -9.7787 -16.8920 -5.6523
C -9.3317 -17.8096 -6.6136
N -9.9001 -17.5351 -7.8463
H -11.1576 -15.9804 -8.4109
H -11.3195 -15.2372 -5.8861
H -9.5113 -16.7327 -4.6464
H -8.6604 -18.6793 -6.6049
O -4.4908 -16.5712 -11.8275
C -5.0261 -17.4429 -9.5734
C -15.3264 -19.3724 -8.9883
C -13.9980 -19.5562 -8.1998
N -13.0789 -18.6051 -8.6896
C -12.8578 -18.4897 -10.0937
N -11.6998 -18.6778 -10.6857
C -11.6442 -18.8049 -12.1748
C -12.9976 -19.2051 -12.8365
C -14.1470 -18.3024 -12.1991
N -13.9867 -18.2250 -10.7702
C -15.2549 -18.2120 -10.0086
H -16.1753 -19.1362 -8.3657
H -15.6046 -20.3063 -9.5104
H -13.6670 -20.6078 -8.3037
H -14.1214 -19.3955 -7.1457
H -12.1639 -18.5873 -8.2563
H -10.8796 -19.5646 -12.4014
H -11.2918 -17.9007 -12.6004
H -13.1322 -20.2672 -12.8471
H -12.9052 -18.9568 -13.9148
H -15.1459 -18.7719 -12.4017
H -14.1893 -17.3287 -12.6640
H -16.1170 -18.2762 -10.7160
H -15.3892 -17.1980 -9.4589
S -6.0585 -17.1755 -8.1827
C -5.0374 -17.8945 -6.9314
C -4.3973 -16.8739 -6.2771
C -3.3827 -17.2096 -5.3428
C -3.0969 -18.5779 -5.0266
C -3.9238 -19.5725 -5.5743
C -4.8857 -19.2017 -6.5110
H -4.4146 -15.8818 -6.5678
H -2.7472 -16.4333 -4.9872
H -2.2979 -18.8106 -4.3210
H -3.7579 -20.6366 -5.3523
H -5.5392 -19.9963 -6.8539

## Properties
Multiplicity ... 1
Frontier orbital gap ... 3.9 eV
Charge ... -2
Energy ... -4696.38335 Eh
HOMO energy ... -0.021 Eh

[5]
Entry from OMol25: a cluster of 6 separate species, C39H80ClOS in total (ωB97M-V/def2-TZVPD).

Element x y z (Å)
O 5.1366 -2.3018 0.0322
C 4.3505 -1.5699 -0.4222
Cl 4.3754 -1.1357 -2.1117
C 3.2880 -0.9832 0.4828
S 2.3700 0.4251 -0.2013
C 1.2513 -0.0885 -1.5291
C 0.0570 -0.8860 -1.0953
C -1.2114 -0.3545 -1.2917
C -2.3494 -1.0700 -0.9343
C -2.2176 -2.3327 -0.3733
C -0.9635 -2.8693 -0.1647
C 0.1687 -2.1590 -0.5325
H 3.8184 -0.5848 1.3442
H 2.6270 -1.7530 0.8624
H 1.5240 0.6951 0.8099
H 1.8147 -0.6259 -2.2824
H 0.9471 0.8467 -1.9882
H -1.3428 0.6236 -1.7353
H -3.3324 -0.6537 -1.0812
H -3.0802 -2.9077 -0.0796
H -0.8688 -3.8548 0.2604
H 1.1476 -2.5959 -0.3898
C 3.6354 1.7654 -4.5212
C 3.2445 0.4871 -5.2602
C 4.4143 -0.1793 -5.9817
C 5.0550 0.6683 -7.0803
C 4.1026 1.1224 -8.1849
C 3.4858 -0.0329 -8.9686
H 4.0033 2.5301 -5.2043
H 2.7760 2.1880 -3.9940
H 4.4177 1.5676 -3.7832
H 2.4371 0.7043 -5.9632
H 2.8327 -0.2280 -4.5366
H 4.0751 -1.1298 -6.4019
H 5.1872 -0.4357 -5.2477
H 5.8695 0.0918 -7.5280
H 5.5251 1.5491 -6.6333
H 4.6590 1.7596 -8.8761
H 3.3081 1.7485 -7.7683
H 4.2616 -0.6496 -9.4257
H 2.8438 0.3420 -9.7660
H 2.8743 -0.6747 -8.3318
C -1.4443 -0.8069 4.1997
C -1.4328 -2.2205 3.6212
C -2.8176 -2.8369 3.4623
C -3.6079 -3.0087 4.7570
C -2.9301 -3.8571 5.8311
C -2.6928 -5.3028 5.4036
H -1.8530 -0.7848 5.2107
H -0.4312 -0.4017 4.2501
H -2.0435 -0.1367 3.5775
H -0.8007 -2.8612 4.2425
H -0.9678 -2.1812 2.6297
H -2.7143 -3.8021 2.9560
H -3.4034 -2.2026 2.7861
H -4.5781 -3.4522 4.5138
H -3.8245 -2.0190 5.1716
H -3.5625 -3.8524 6.7220
H -1.9810 -3.4027 6.1306
H -3.6334 -5.7880 5.1363
H -2.2402 -5.8750 6.2137
H -2.0223 -5.3664 4.5444
C 10.9848 1.1743 -9.1268
C 10.4985 0.7189 -7.7539
C 9.0357 1.0653 -7.4822
C 8.7143 2.5606 -7.4759
C 9.5153 3.3872 -6.4721
C 9.2715 2.9809 -5.0213
H 10.9369 2.2587 -9.2347
H 12.0213 0.8756 -9.2866
H 10.3828 0.7271 -9.9204
H 11.1387 1.1476 -6.9782
H 10.6157 -0.3653 -7.6805
H 8.7401 0.6250 -6.5244
H 8.4103 0.5808 -8.2394
H 7.6465 2.6846 -7.2645
H 8.8694 2.9711 -8.4772
H 9.2423 4.4384 -6.5941
H 10.5830 3.3230 -6.6956
H 8.2128 3.0734 -4.7658
H 9.8370 3.6192 -4.3413
H 9.5777 1.9506 -4.8337
C -3.9799 -0.2554 7.9657
C -5.0097 0.3708 7.0337
C -5.8599 1.4660 7.6716
C -6.7440 1.0121 8.8331
C -7.7179 -0.1147 8.4927
C -8.7307 0.2635 7.4153
H -4.4346 -0.7690 8.8136
H -3.3936 -0.9889 7.4066
H -3.2859 0.4913 8.3570
H -5.6504 -0.4138 6.6195
H -4.4727 0.8045 6.1837
H -6.4831 1.9192 6.8946
H -5.2012 2.2642 8.0285
H -7.3110 1.8756 9.1936
H -6.1154 0.6970 9.6708
H -8.2570 -0.3912 9.4020
H -7.1691 -1.0082 8.1817
H -9.3165 1.1326 7.7207
H -9.4233 -0.5586 7.2308
H -8.2433 0.4998 6.4674
C -6.1919 2.8222 3.8814
C -6.5510 1.4120 3.4227
C -5.3460 0.5998 2.9444
C -4.6171 1.1670 1.7252
C -5.4849 1.3512 0.4818
C -6.0697 0.0448 -0.0479
H -5.7757 3.4229 3.0710
H -7.0780 3.3402 4.2500
H -5.4611 2.7896 4.6929
H -7.3135 1.4667 2.6412
H -7.0100 0.8778 4.2592
H -5.6719 -0.4228 2.7305
H -4.6288 0.5178 3.7684
H -3.7834 0.4971 1.4789
H -4.1624 2.1272 1.9861
H -4.8746 1.8086 -0.3024
H -6.2930 2.0571 0.6866
H -5.2761 -0.6663 -0.2939
H -6.6526 0.2205 -0.9525
H -6.7304 -0.4267 0.6801

## Properties
Multiplicity ... 1
Frontier orbital gap ... 9.0 eV
Charge ... +1
Energy ... -2467.34375 Eh
HOMO energy ... -0.451 Eh